[1]
ORCA calculation (ωB97M-V/def2-TZVPD) on a 3-piece molecular cluster, H6IO2 overall at a distorted geometry.

```
9
Properties=species:S:1:pos:R:3:forces:R:3
O 0.547 11.948 -12.864 -0.2952 0.1360 -1.1148
H 0.908 11.299 -13.472 -0.0377 -0.9607 -0.5377
H 0.172 11.566 -12.067 -0.1197 -0.1569 0.9562
H 1.229 12.616 -12.763 0.6369 1.3271 0.9044
O 4.827 20.260 -13.057 -0.1115 -0.5292 -0.9091
H 4.305 19.494 -12.807 -1.2247 -1.3159 0.2857
H 4.417 21.061 -12.722 0.0400 0.8771 0.5181
H 5.719 20.044 -12.776 1.1010 0.4814 0.4110
I 3.095 16.134 -10.761 0.0109 0.1412 -0.5138
```
Positions in Å, forces in eV/Å.

HOMO-LUMO gap: 0.1720 hartree
Total charge: +1
E_tot: -12281.7607 eV
2S+1: 1

[2]
ORCA calculation (ωB97M-V/def2-TZVPD) on C26H36IrN3PSi as an isolated structure at a distorted geometry.

```
68
Properties=species:S:1:pos:R:3:forces:R:3
Ir 0.195 -0.744 -0.257 0.5241 -0.2875 2.3977
C -2.930 -0.133 5.326 0.0195 -0.0310 0.0189
C -2.129 -1.111 4.749 -0.0305 0.0303 0.0153
C -1.635 -0.927 3.471 -0.0100 0.0384 -0.0316
C -1.947 0.236 2.765 0.8331 0.0269 0.3748
C -2.737 1.220 3.347 0.0815 -0.0035 -0.0276
C -3.231 1.025 4.627 -0.0858 0.0086 0.0682
P -1.447 0.358 1.040 -0.5398 -0.6074 -2.2344
C -1.829 2.027 0.468 0.0745 0.1125 0.3172
C -0.946 3.064 0.765 -0.0355 -0.0320 0.1466
C -1.217 4.352 0.343 0.0134 0.0948 -0.0003
C -2.368 4.614 -0.389 -0.0436 -0.0374 -0.0132
C -3.250 3.586 -0.688 0.0252 0.0751 -0.0040
C -2.987 2.295 -0.255 -0.0479 -0.0621 0.0558
C -2.540 -0.838 0.256 -0.3340 0.3750 0.4461
C -3.900 -1.142 0.282 0.0726 0.0065 0.0407
C -4.331 -2.174 -0.527 0.0122 -0.0281 -0.0171
C -3.410 -2.886 -1.307 -0.0640 -0.1258 0.0596
C -2.061 -2.593 -1.291 0.3642 -0.0768 0.5362
C -1.600 -1.544 -0.464 -0.4683 -0.1493 -1.5396
H -3.318 -0.276 6.325 -0.0098 0.0012 0.0156
H -1.893 -2.015 5.294 -0.0003 -0.0080 0.0133
H -1.022 -1.695 3.015 0.0057 -0.0060 -0.0350
H -2.972 2.128 2.809 0.0041 0.0455 -0.0315
H -3.855 1.783 5.079 -0.0033 0.0109 0.0139
H -0.044 2.867 1.335 0.0055 -0.0216 0.0001
H -0.531 5.154 0.580 0.0055 0.0005 0.0029
H -2.581 5.622 -0.719 0.0084 0.0088 -0.0120
H -4.150 3.790 -1.253 -0.0088 -0.0058 -0.0020
H -3.686 1.499 -0.475 0.0024 -0.0124 -0.0179
H -4.594 -0.581 0.897 -0.0039 -0.0100 0.0130
H -5.377 -2.445 -0.558 -0.0168 0.0209 -0.0115
H -3.771 -3.693 -1.932 0.0045 0.0031 -0.0061
H -1.367 -3.187 -1.878 -0.0567 0.0884 -0.0685
C 4.971 -0.453 -1.775 0.0632 0.0299 0.0029
N 3.973 -0.205 -0.744 -0.0538 0.0086 -0.1027
C 3.340 1.096 -0.823 -0.0240 0.0983 -0.0351
C 3.478 -1.197 0.021 -0.0181 -0.1936 0.2235
N 2.206 -1.229 0.391 0.2627 0.1869 -0.2648
N 4.348 -2.169 0.413 -0.1332 0.0614 -0.1406
C 3.853 -3.440 0.905 -0.0261 -0.0527 0.0205
C 5.736 -1.876 0.746 0.0223 0.0096 0.0151
H 4.530 -0.258 -2.757 0.0131 0.0114 0.0234
H 5.304 -1.485 -1.746 -0.0111 0.0003 -0.0268
H 5.831 0.206 -1.649 0.0076 -0.0174 -0.0046
H 4.105 1.868 -0.717 -0.0026 -0.0116 -0.0245
H 2.610 1.212 -0.030 -0.0368 -0.0259 0.0261
H 2.849 1.233 -1.788 -0.0629 0.0020 -0.0014
H 2.101 -1.871 1.171 -0.0587 0.0514 -0.0172
H 3.635 -3.413 1.979 -0.0053 -0.0058 -0.0071
H 4.616 -4.199 0.738 0.0014 0.0082 0.0047
H 2.958 -3.734 0.360 0.0064 -0.0013 0.0124
H 5.949 -0.826 0.576 0.0186 0.0017 0.0186
H 6.421 -2.483 0.152 -0.0010 0.0072 -0.0036
H 5.906 -2.096 1.802 0.0076 -0.0026 -0.0072
C -1.928 0.232 -2.973 0.2316 0.0033 -0.1751
Si -0.185 0.300 -2.265 -0.7280 0.5524 -0.0169
C 0.267 2.139 -2.201 0.1183 -0.1891 -0.1682
C 0.936 -0.675 -3.436 0.0430 -0.0981 0.2741
H -1.889 0.620 -3.996 -0.0218 0.0459 0.0004
H -2.620 0.858 -2.411 0.0273 0.0140 0.0114
H -2.337 -0.775 -3.011 0.0073 0.0129 -0.0516
H -0.591 2.715 -2.554 -0.0200 0.0197 0.0110
H 1.110 2.368 -2.857 0.0147 0.0093 -0.0531
H 0.509 2.503 -1.207 0.0798 -0.0599 0.0226
H 1.032 -0.098 -4.359 -0.0021 0.0149 -0.0321
H 0.496 -1.641 -3.688 -0.0309 0.0080 -0.0135
H 1.942 -0.862 -3.049 0.0139 0.0580 -0.0043
```
Positions in Å, forces in eV/Å.

HOMO-LUMO gap: 0.2580 hartree
Total charge: +1
Energy above the lowest of the compared OMol25 structures with the same formula, charge and spin: 0.0 kcal/mol
E_tot: -52017.1576 eV
2S+1: 1

[3]
ORCA calculation (ωB97M-V/def2-TZVPD) on a 2-piece molecular cluster, C2H2N2O overall at a distorted geometry.

```
7
Properties=species:S:1:pos:R:3:forces:R:3
C -0.311 0.718 -1.430 -0.4082 -0.5777 -0.2169
C 0.993 -0.468 2.459 3.7115 3.3490 5.0479
N -0.867 -0.294 -1.240 1.4711 3.8500 -2.0987
N 0.567 -0.983 1.570 -1.9278 -2.5454 -2.9139
O 0.031 -1.629 0.737 -0.5892 -1.0157 -1.0526
H 1.785 -0.097 3.118 -1.0364 -0.1986 -0.5756
H -1.180 -0.997 -0.701 -1.2209 -2.8616 1.8098
```
Positions in Å, forces in eV/Å.

HOMO-LUMO gap: 0.4212 hartree
Total charge: 0
Energy above the lowest of the compared OMol25 structures with the same formula, charge and spin: 107.1 kcal/mol
E_tot: -7129.1995 eV
2S+1: 1

[4]
ORCA calculation (ωB97M-V/def2-TZVPD) on C4H8O3 as an isolated structure.

```
15
Properties=species:S:1:pos:R:3:forces:R:3
C -1.540 0.982 -0.386 -0.0381 0.0023 -0.0026
C -0.081 0.575 -0.485 -0.0447 -0.0051 -0.1475
O 0.639 0.825 0.720 -0.0640 -0.0861 0.0496
C 0.105 -0.933 -0.746 -0.2073 0.0373 -0.0527
O 1.441 -1.177 -0.316 0.0572 0.0155 0.1279
C 1.589 -0.647 0.925 0.0199 0.0844 -0.0052
O 0.830 -1.000 1.916 0.0771 -0.0490 -0.0247
H -2.050 0.435 0.416 0.1283 0.0724 -0.1076
H -2.048 0.756 -1.330 0.0534 0.0373 0.1324
H -1.640 2.055 -0.196 0.0538 -0.1658 -0.0147
H 0.422 1.146 -1.275 -0.0661 -0.0929 0.0756
H 0.265 0.079 1.617 0.0996 0.0312 -0.1109
H 0.034 -1.208 -1.800 0.0308 0.0637 0.1821
H -0.600 -1.526 -0.151 0.0692 0.0759 -0.1078
H 2.633 -0.362 1.092 -0.1692 -0.0212 0.0061
```
Positions in Å, forces in eV/Å.

HOMO-LUMO gap: 0.4061 hartree
Total charge: 0
Energy above the lowest of the compared OMol25 structures with the same formula, charge and spin: 64.6 kcal/mol
E_tot: -10418.2019 eV
2S+1: 1

[5]
ORCA calculation (ωB97M-V/def2-TZVPD) on a 2-piece molecular cluster, CH4BBrO2 overall at a distorted geometry.

```
9
Properties=species:S:1:pos:R:3:forces:R:3
B -0.379 0.580 0.075 -0.6042 -0.2852 0.2975
C 1.448 -0.694 0.525 1.4391 -0.4448 0.9210
O -0.139 1.806 0.353 0.8980 2.1840 0.7336
O -1.278 -0.156 -0.479 -0.0639 -1.9111 -0.6497
Br 3.127 0.089 -0.110 -0.7212 -0.6839 0.5144
H 1.224 -0.909 1.594 0.6878 0.6907 -0.4439
H 1.005 -1.439 -0.103 0.0580 -0.1591 -0.8577
H -0.753 2.537 0.532 -0.3248 -0.0965 -0.2139
H -2.191 0.007 -0.670 -1.3688 0.7058 -0.3013
```
Positions in Å, forces in eV/Å.

<S²>: 2.0054
HOMO-LUMO gap (spin up / spin down): 0.1792 / 0.3094 hartree
Total charge: 0
Energy above the lowest of the compared OMol25 structures with the same formula, charge and spin: 53.8 kcal/mol
E_tot: -75911.9708 eV
2S+1: 3

[6]
ORCA calculation (ωB97M-V/def2-TZVPD) on one molecule with the formula C5H8N2 at a distorted geometry.

```
15
Properties=species:S:1:pos:R:3:forces:R:3
C 0.598 -0.369 1.747 -0.4708 0.0122 -0.0069
N 0.593 0.150 0.393 -0.1948 -0.0851 -0.4641
C 0.836 1.388 -0.132 -0.2686 0.3639 0.0996
C -0.091 1.618 -1.119 0.0039 0.4818 0.1267
C -0.969 0.500 -1.170 0.1491 -0.0982 -0.3585
C -0.449 -0.435 -0.327 0.4335 0.3440 -0.9569
N -0.349 -1.827 -0.568 -0.4443 -0.1882 0.0006
H 1.596 -0.704 2.088 -0.7968 -0.5155 -0.2213
H 0.211 0.331 2.489 0.1776 0.4489 -0.1856
H -0.302 -1.020 1.572 1.6892 -0.7268 1.6887
H 1.638 2.012 0.240 -0.2536 0.0018 0.0657
H -0.125 2.457 -1.793 0.0011 0.1907 0.1641
H -1.836 0.352 -1.799 0.3135 -0.0249 -0.2670
H -0.906 -2.494 -0.058 -0.2455 0.1302 0.1498
H -0.445 -1.960 -1.564 -0.0934 -0.3348 0.1653
```
Positions in Å, forces in eV/Å.

HOMO-LUMO gap: 0.3190 hartree
SMILES string: Cn1cccc1N
Total charge: 0
Energy above the lowest of the compared OMol25 structures with the same formula, charge and spin: 44.9 kcal/mol
E_tot: -8293.0490 eV
2S+1: 1